No. 1
Formula: C4H11NOS
Source: the OMol25 dataset
Level of theory: the ωB97M-V functional and the def2-TZVPD basis

Last columns: bonded neighbours and bond lengths (Å).
Atoms and positions in Å:
1 C 0.277 0.226 1.727  C2 1.498, H8 1.067, H9 1.114, H10 1.047
2 C -0.549 -0.059 0.510  C1 1.498, C3 1.547, S4 1.860, H11 1.082
3 C -1.413 -1.333 0.664  C2 1.547, H12 1.007, H13 1.043, H14 1.154
4 S 0.562 -0.241 -0.970  C2 1.860, C5 1.881, N6 1.506, O7 1.441
5 C 1.098 1.561 -1.040  S4 1.881, H15 1.168, H16 1.124, H17 1.028
6 N -0.442 -0.520 -2.057  S4 1.506, H18 0.968
7 O 1.691 -1.116 -0.780  S4 1.441
8 H 0.651 -0.771 1.802  C1 1.067
9 H 0.953 1.098 1.574  C1 1.114
10 H -0.329 0.370 2.567  C1 1.047
11 H -1.256 0.692 0.185  C2 1.082
12 H -0.965 -2.053 0.120  C3 1.007
13 H -2.281 -1.087 0.141  C3 1.043
14 H -1.496 -1.793 1.719  C3 1.154
15 H 1.433 1.916 -2.100  C5 1.168
16 H 0.289 2.271 -0.716  C5 1.124
17 H 1.908 1.615 -0.409  C5 1.028
18 H -0.131 -0.775 -2.938  N6 0.968

HOMO level (eV): -9.36
M (g mol⁻¹): 121.2
SMILES: CC(C)[S@](C)(=N)=O
LUMO energy (eV): 0.79
Energy relative to the best compared isomer or geometry (same formula, charge and spin) (kcal per mole): 79.2
Gap between HOMO and LUMO (eV): 10.15

The molecule's Mulliken atomic charges, reported in e, are given here:
1 C -1.49
2 C 0.22
3 C -1.32
4 S 0.95
5 C -1.01
6 N -0.68
7 O -0.67
8 H 0.44
9 H 0.31
10 H 0.44
11 H 0.47
12 H 0.41
13 H 0.42
14 H 0.28
15 H 0.30
16 H 0.29
17 H 0.42
18 H 0.25

No. 2
Formula: C4H11NOS
Source: the OMol25 dataset
Level of theory: the ωB97M-V functional and the def2-TZVPD basis

Last columns: bonded neighbours and bond lengths (Å).
Atoms and positions in Å:
1 N 1.172 1.619 0.310  C2 1.470, H8 1.022, H9 1.013
2 C 0.874 0.214 -0.002  N1 1.470, C3 1.522, C5 1.541, H10 1.090
3 C 2.173 -0.571 -0.106  C2 1.522, O4 1.432, H11 1.090, H12 1.086
4 O 2.615 -0.770 -1.453  C3 1.432, H13 0.960
5 C -0.072 -0.441 1.023  C2 1.541, C6 1.514, H14 1.095, H15 1.103
6 C -1.486 0.098 1.059  C5 1.514, S7 1.821, H16 1.089, H17 1.087
7 S -2.335 -0.119 -0.537  C6 1.821, H18 1.340
8 H 1.589 1.671 1.242  N1 1.022
9 H 0.316 2.161 0.304  N1 1.013
10 H 0.374 0.266 -0.969  C2 1.090
11 H 2.065 -1.565 0.327  C3 1.090
12 H 2.974 -0.036 0.397  C3 1.086
13 H 1.982 -0.351 -2.041  O4 0.960
14 H -0.060 -1.529 0.895  C5 1.095
15 H 0.394 -0.256 2.006  C5 1.103
16 H -1.486 1.146 1.350  C6 1.089
17 H -2.013 -0.453 1.834  C6 1.087
18 H -3.569 0.050 -0.043  S7 1.340

HOMO level (eV): -9.34
M (g mol⁻¹): 121.2
SMILES: N[C@@H](CO)CCS
LUMO energy (eV): 0.72
Energy relative to the best compared isomer or geometry (same formula, charge and spin) (kcal per mole): 26.7
Gap between HOMO and LUMO (eV): 10.06

The molecule's Mulliken atomic charges, reported in e, are given here:
1 N -0.68
2 C 0.06
3 C -0.35
4 O -0.54
5 C -0.98
6 C -0.61
7 S -0.25
8 H 0.28
9 H 0.25
10 H 0.39
11 H 0.30
12 H 0.25
13 H 0.33
14 H 0.37
15 H 0.28
16 H 0.37
17 H 0.40
18 H 0.13

Question: What is the energy relative to the best compared isomer or geometry (same formula, charge and spin) in the first record?
Answer: 79.2 kcal per mole